(1)
Below is a cluster of 9 separate species, H18O9 in total at a distorted geometry, with properties calculated with ωB97M-V with the def2-TZVPD basis set.

Each line ends with the natural charge from an NBO analysis.
CARTESIAN COORDINATES (ANGSTROEM)
O -0.32 -0.25 0.24  -1.0359
O -2.95 -1.68 1.44  -0.9346
O -0.11 1.88 2.25  -0.9542
O 1.83 -2.72 1.88  -0.9538
O -0.98 2.81 -0.38  -0.9528
O 1.87 1.82 -0.82  -0.9745
O 2.01 -1.42 -0.49  -0.9599
O -2.00 -1.05 -1.79  -0.9472
O -0.37 1.06 -2.89  -0.9349
H -0.23 0.14 -2.99  0.4642
H 2.11 -2.86 0.96  0.4805
H -1.46 -1.80 -2.00  0.4481
H 2.70 -1.06 0.05  0.4960
H 1.07 1.73 -1.37  0.4923
H 0.53 -0.74 0.04  0.5093
H -0.57 1.01 -1.97  0.4742
H -0.42 1.03 2.57  0.4786
H 2.34 -1.33 -1.42  0.5001
H -1.72 3.04 -0.99  0.4785
H -1.69 -0.97 -0.89  0.4901
H 1.80 2.67 -0.41  0.4738
H 0.83 1.92 2.50  0.4857
H -2.78 -0.74 1.47  0.4639
H -1.44 2.44 0.36  0.4766
H -2.09 -2.05 1.75  0.4723
H -0.13 0.61 0.59  0.4947
H 2.18 -3.49 2.35  0.4690

Summary:
* relative energy (zero: lowest compared OMol25 entry of this formula, charge and spin): 2.341 eV
* net charge: 0
* HOMO level: -10.610 eV
* structure (SMILES): O.O.O.O.O.O.O.O.O

***

(2)
Below is a cluster of 6 separate species, CH15N2O5 in total at a distorted geometry, with properties calculated with ωB97M-V with the def2-TZVPD basis set.

Each line ends with the natural charge from an NBO analysis.
CARTESIAN COORDINATES (ANGSTROEM)
O 0.21 3.67 1.75  -0.9583
O -1.23 2.69 -1.35  -0.9624
O -0.17 -1.92 0.74  -0.9787
O -0.33 -4.89 0.47  -0.9501
O -1.77 -0.62 -2.15  -0.9748
N 0.54 0.87 -0.08  -0.7404
N 2.32 -0.47 0.37  -0.6970
C 1.70 0.67 0.50  0.4017
H -0.98 -2.28 0.35  0.5029
H -0.11 0.09 -0.07  0.4506
H -2.50 0.01 -2.25  0.4921
H -0.35 -1.93 1.69  0.4892
H 1.92 -1.23 -0.15  0.4405
H -0.86 -5.69 0.41  0.4802
H 0.58 4.23 2.45  0.4854
H -0.63 3.40 2.14  0.4753
H 0.07 1.78 -0.12  0.4595
H -1.62 3.52 -1.04  0.4901
H -1.41 -0.90 -2.99  0.4848
H 3.16 -0.63 0.90  0.4251
H -0.81 2.91 -2.19  0.4885
H 2.19 1.48 1.03  0.2254
H 0.06 -4.75 -0.41  0.4706

Summary:
* relative energy (zero: lowest compared OMol25 entry of this formula, charge and spin): 0.779 eV
* net charge: +1
* HOMO level: -14.076 eV

***

(3)
Below is a structure of composition C17H38LiN5O2PS2, with properties calculated with ωB97M-V with the def2-TZVPD basis set.

Each line ends with the natural charge from an NBO analysis.
CARTESIAN COORDINATES (ANGSTROEM)
S -0.86 0.38 2.33  -0.7705
S 0.13 -2.51 0.83  -0.7994
P -0.97 -1.61 2.22  1.7241
O -0.56 -2.06 3.69  -0.8508
O -2.49 -2.12 2.20  -0.8498
N 2.49 0.11 0.05  -0.8978
N -0.03 0.07 -1.85  -0.8732
N -1.63 3.00 0.09  -0.3348
N 3.59 0.28 -4.27  -0.6831
N -0.32 2.71 -0.09  -0.3837
C -0.68 4.91 -0.36  -0.3466
C 1.17 -0.15 -2.66  -0.0550
C -3.29 -3.06 0.08  -0.6356
C 0.27 3.87 -0.36  0.1704
C -0.55 -3.33 4.38  0.1251
C 0.19 -4.41 3.62  -0.6381
C -1.89 4.31 -0.05  0.1931
C 1.81 1.24 -2.87  -0.4600
C -3.52 -2.05 1.20  0.1231
C -1.96 -3.76 4.75  -0.6310
C 3.19 -0.47 -1.08  -0.0515
C -3.71 -0.65 0.63  -0.6385
C 4.01 0.60 -1.84  -0.4384
C 2.13 -1.14 -1.96  -0.4456
C 1.74 3.94 -0.56  -0.6479
C 3.31 1.17 -3.07  -0.0345
C -3.25 4.89 0.12  -0.6502
Li 0.26 0.86 0.33  0.8107
H -4.14 -3.05 -0.60  0.2109
H -2.89 -0.40 -0.04  0.1912
H -4.42 -2.33 1.75  0.1911
H -3.18 -4.07 0.50  0.2239
H -0.35 -4.69 2.72  0.2178
H -3.99 4.33 -0.46  0.2303
H -0.37 -0.79 -1.44  0.4048
H 3.91 -1.24 -0.76  0.1997
H 1.54 -1.78 -1.31  0.2820
H 1.33 1.77 -3.69  0.2201
H 1.63 1.80 -1.95  0.2817
H 3.72 2.15 -3.32  0.2333
H 4.21 1.43 -1.16  0.2519
H -0.77 0.47 -2.42  0.3784
H 0.29 -5.30 4.25  0.2168
H -3.74 0.08 1.44  0.2306
H -1.91 -4.63 5.41  0.2145
H 2.17 2.95 -0.41  0.2105
H 1.99 4.31 -1.55  0.2152
H -2.52 -4.01 3.86  0.2161
H 3.29 -0.67 -4.04  0.4458
H 2.61 -1.82 -2.68  0.1895
H -2.24 2.29 0.45  0.4292
H -0.50 5.95 -0.56  0.2338
H 4.59 0.27 -4.50  0.4417
H 3.14 0.50 0.74  0.3791
H -3.26 5.93 -0.22  0.2396
H 2.19 4.61 0.18  0.2419
H 0.01 -3.09 5.29  0.1887
H 1.19 -4.07 3.33  0.2212
H -2.47 -2.95 5.27  0.2216
H -2.38 -2.82 -0.47  0.2165
H -4.65 -0.61 0.07  0.2175
H -3.55 4.86 1.16  0.2392
H 3.07 0.60 -5.09  0.4410
H 0.91 -0.57 -3.64  0.1714
H 4.98 0.19 -2.13  0.2168
H 1.99 -0.64 0.53  0.4139

Summary:
* net charge: +1
* HOMO level: -9.816 eV

***

(4)
Below is a structure of composition C27H48ClFeO2P at a distorted geometry, with properties calculated with ωB97M-V with the def2-TZVPD basis set.

Each line ends with the Mulliken spin population.
CARTESIAN COORDINATES (ANGSTROEM)
Fe -1.20 -0.08 1.86  3.8415
Cl -3.36 -0.09 1.85  0.1689
P -0.30 0.27 -0.40  0.1033
O 4.16 -0.13 2.66  0.0008
O 2.55 1.16 1.66  0.0063
C -3.22 -2.49 -1.65  0.0031
C 0.57 2.93 0.07  0.0266
C -0.18 -1.62 1.98  0.7586
C -0.20 2.07 -0.94  -0.0149
C 2.47 -0.08 -0.85  0.0058
C -1.84 -0.45 -1.22  -0.0632
C 1.02 -0.89 -2.72  -0.0086
C -2.14 0.09 -2.62  -0.0074
C 0.17 3.82 -2.71  0.0022
C -0.23 -2.93 2.66  -0.0250
C 3.63 -0.95 -1.34  0.0018
C 0.43 4.43 -0.24  0.0023
C 3.17 1.61 3.94  0.0028
C -1.53 -3.25 3.48  0.0510
C -3.67 -1.91 -3.00  -0.0011
C -1.74 -0.99 4.62  0.0527
C 0.81 4.76 -1.68  0.0002
C 3.32 0.82 2.64  -0.0036
C -0.72 1.07 3.30  0.3374
C -1.83 -1.98 -1.23  0.0573
C -1.63 -2.51 4.81  0.0017
C 1.11 -0.68 -1.21  0.0071
C -0.67 -0.41 3.67  -0.2591
C 3.53 -1.30 -2.83  0.0001
C 0.33 2.35 -2.36  0.0110
C 2.14 -1.81 -3.22  0.0022
C -3.52 -0.40 -3.07  0.0017
H -0.61 4.75 -0.05  0.0001
H 2.06 -1.88 -4.30  0.0002
H -4.27 0.08 -2.43  -0.0002
H -1.27 2.38 -0.90  0.0251
H 1.04 -1.66 -0.72  -0.0087
H 2.56 0.92 -1.29  -0.0008
H -2.45 -3.05 2.89  -0.0105
H 2.85 2.64 3.76  -0.0014
H -1.38 -0.26 -3.33  0.0035
H 0.26 2.71 1.10  0.0064
H -1.43 1.74 3.83  0.0076
H 3.66 -1.87 -0.74  -0.0001
H 1.09 0.08 -3.23  0.0012
H -2.66 -0.13 -0.55  0.0236
H -3.94 -2.19 -0.88  0.0031
H 0.61 4.00 -3.70  -0.0005
H -0.91 4.06 -2.79  0.0000
H 1.99 -2.82 -2.82  -0.0001
H -2.76 -0.77 4.24  -0.0034
H -1.07 -2.36 -1.92  -0.0116
H 4.56 -0.41 -1.13  0.0001
H 0.32 -0.77 4.02  -0.0295
H 0.06 -1.33 -3.01  -0.0029
H 3.79 -0.41 -3.43  0.0001
H 1.91 4.70 -1.78  -0.0002
H 0.76 -1.58 1.32  -0.0474
H -1.54 -4.34 3.69  0.0011
H -3.69 -0.04 -4.09  -0.0002
H 1.07 4.99 0.45  0.0002
H -2.52 -2.88 5.34  0.0001
H -0.75 -2.77 5.43  -0.0014
H 0.54 5.80 -1.92  -0.0002
H 4.28 -2.06 -3.08  0.0001
H 1.64 2.66 0.03  0.0086
H 0.22 1.55 2.96  -0.0193
H -0.12 -3.75 1.93  0.0028
H -3.21 -3.58 -1.68  -0.0009
H 2.44 1.12 4.60  0.0006
H 2.57 0.08 0.25  0.0026
H 0.64 -2.96 3.34  0.0418
H -4.71 -2.18 -3.17  0.0003
H -1.64 -0.48 5.59  -0.0124
H 1.39 2.07 -2.40  0.0003
H -1.57 -2.39 -0.23  -0.0405
H -3.10 -2.39 -3.81  0.0001
H -2.12 1.19 -2.64  -0.0002
H -0.19 1.75 -3.12  -0.0013
H 4.13 1.62 4.47  0.0002

Summary:
* relative energy (zero: lowest compared OMol25 entry of this formula, charge and spin): 1.937 eV
* ⟨S²⟩: 8.811
* net charge: -1
* 2S+1: 6
* HOMO level (spin up / spin down): -3.312 / -4.872 eV

***

(5)
Below is a structure of composition CaF2P at a distorted geometry, with properties calculated with ωB97M-V with the def2-TZVPD basis set.

Each line ends with the natural charge from an NBO analysis.
CARTESIAN COORDINATES (ANGSTROEM)
Ca -1.08 0.51 -1.09  1.7575
P 1.24 0.62 0.40  0.6427
F 1.75 -0.90 0.21  -0.5415
F -1.90 -0.23 0.47  -0.8587

Summary:
* net charge: +1
* HOMO level (spin up / spin down): -14.184 / -14.180 eV

***

(6)
Below is an isolated molecule of C17H19NO3 at a distorted geometry, with properties calculated with ωB97M-V with the def2-TZVPD basis set.

Each line ends with the natural charge from an NBO analysis.
CARTESIAN COORDINATES (ANGSTROEM)
O 0.19 0.04 0.61  -0.5294
O 0.56 -1.33 2.99  -0.4264
O 2.26 1.18 1.01  -0.5896
N 0.79 -2.47 2.11  -0.5819
C 0.91 -2.79 -2.73  -0.2305
C -1.13 1.33 -0.93  -0.0131
C 0.05 0.37 -0.75  0.0556
C 2.94 -0.58 3.14  -0.6305
C -1.44 -2.30 -3.16  -0.2216
C 1.33 0.44 1.39  0.7844
C 1.04 0.98 3.83  -0.6169
C -2.12 1.39 -0.03  -0.2371
C -1.01 2.13 -2.03  -0.2237
C -2.95 2.48 -0.13  -0.1908
C -0.08 -0.88 -1.63  -0.0465
C -2.80 3.45 -1.10  -0.2220
C 1.47 -0.13 2.83  0.1811
C 1.04 -1.62 -1.95  -0.1895
C -1.30 -1.19 -2.33  -0.1793
C -1.82 3.20 -2.07  -0.1933
C -0.29 -3.06 -3.35  -0.1921
H -1.86 3.83 -2.91  0.2063
H 3.11 -1.52 2.64  0.2278
H -3.76 2.70 0.59  0.2101
H 1.96 -1.21 -1.58  0.2109
H 3.11 -0.68 4.24  0.2213
H -2.25 -2.50 -3.77  0.2178
H -0.05 -3.16 2.05  0.3848
H 1.88 -3.28 -2.83  0.2234
H 1.06 0.57 4.82  0.2260
H -2.16 0.74 0.81  0.2336
H 0.05 1.17 3.64  0.2185
H -0.34 -3.96 -4.08  0.2142
H 3.66 0.23 2.76  0.2357
H 0.96 0.93 -1.00  0.2130
H 1.55 1.94 3.74  0.2382
H -0.14 1.97 -2.68  0.2206
H -3.51 4.37 -1.20  0.2238
H 1.20 -2.18 1.18  0.3524
H -2.12 -0.58 -2.12  0.2147

Summary:
* relative energy (zero: lowest compared OMol25 entry of this formula, charge and spin): 4.922 eV
* net charge: 0
* HOMO level: -8.436 eV
* structure (SMILES): CC(C)(ON)C(=O)OC(c1ccccc1)c1ccccc1

***

(7)
Below is a cluster of 5 separate species, C2H13O5 in total at a distorted geometry, with properties calculated with ωB97M-V with the def2-TZVPD basis set.

Each line ends with the natural charge from an NBO analysis.
CARTESIAN COORDINATES (ANGSTROEM)
O 1.80 -1.32 -0.56  -1.0098
O -1.13 2.08 1.40  -1.0834
O 0.81 0.39 1.47  -1.2472
O -2.36 0.32 -0.73  -0.7628
O 2.46 2.31 -0.42  -0.9845
C -1.51 -2.02 -0.51  -0.6301
C -1.20 -0.55 -0.88  -0.0678
H 2.94 1.73 -1.02  0.4437
H -0.37 -0.19 -0.34  0.2133
H 2.52 -0.82 -0.95  0.4459
H -1.86 -2.24 0.46  0.1967
H 1.50 -0.81 0.27  0.5238
H -0.66 2.91 1.42  0.4477
H -2.28 0.66 0.20  0.4950
H -0.30 1.32 1.53  0.5207
H -1.02 -0.50 -1.96  0.1514
H 1.46 0.27 2.23  0.4400
H -0.56 -2.60 -0.65  0.2152
H -2.30 -2.53 -1.18  0.1747
H 2.05 1.58 0.23  0.5175

Summary:
* relative energy (zero: lowest compared OMol25 entry of this formula, charge and spin): 0.881 eV
* net charge: -1
* HOMO level: -5.441 eV

***

(8)
Below is a structure of composition C45H48N5O4PPbS4SbTe at a distorted geometry, with properties calculated with ωB97M-V with the def2-TZVPD basis set.

Each line ends with the Mulliken charge.
CARTESIAN COORDINATES (ANGSTROEM)
Pb 1.54 -1.31 -2.10  1.4453
Te 3.58 0.34 -4.83  0.2746
Sb 4.49 -3.23 -3.88  0.4241
S 4.31 -0.71 -2.79  -0.7036
S 1.96 -3.90 -2.09  -0.3979
S 5.41 -2.72 -5.85  -0.6357
S 2.14 -3.53 -4.25  -0.3341
P -1.16 1.55 4.21  0.3071
O -3.81 2.24 -5.23  -0.6853
O 3.64 -0.97 1.65  -0.9911
O 1.88 -1.29 0.30  -0.2222
O -1.60 -0.09 -1.04  -0.7345
N -0.80 -1.19 -3.83  -0.1251
N 3.33 1.63 0.92  0.1629
N 2.91 3.05 -0.84  -0.0356
N -2.04 2.94 -3.94  -0.1346
N 0.21 -3.03 1.52  1.2931
C 1.10 3.93 2.77  -0.7818
C 5.21 3.89 -2.96  -0.4921
C -2.77 2.01 -4.64  0.2205
C -3.79 1.88 -1.02  -0.5227
C -2.87 0.97 4.58  -1.0721
C -1.76 -2.07 -3.82  -0.4195
C -4.35 4.21 -0.73  -0.5334
C 0.91 4.82 1.68  -0.4021
C -4.04 -5.09 3.51  -1.3569
C -1.75 -3.39 0.25  0.2594
C -3.03 -3.89 0.07  -1.0729
C 3.87 2.26 -4.09  0.1699
C -0.49 1.22 5.88  -1.3306
C 2.47 -5.92 1.92  -0.8862
C -2.32 0.54 -4.48  0.4287
C -2.44 2.13 -0.77  0.5011
C 2.75 -1.73 1.13  -0.0875
C -1.12 -3.60 1.44  -0.4571
C -1.13 -4.26 3.91  -1.6586
C -3.13 -4.51 2.42  1.1542
C 1.99 2.85 2.64  -0.5648
C -3.69 -4.48 1.16  -0.9039
C 2.62 2.64 1.43  0.1101
C -3.32 -0.40 -4.60  -0.4854
C 1.37 -3.76 1.64  0.7065
C -3.05 -1.69 -4.22  -0.4704
C 4.94 2.58 -3.30  -0.3566
C 1.50 4.58 0.48  -0.7379
C -4.73 2.90 -1.02  -0.7105
C 1.30 -5.13 1.88  -0.7191
C -2.06 3.43 -0.45  0.0850
C -0.57 0.11 3.26  -0.3413
C 3.73 -5.31 1.81  -0.8589
C -1.80 -4.14 2.56  1.0564
C -1.06 0.10 -4.13  -0.3574
C -0.02 1.34 -0.30  0.3868
C -3.03 4.47 -0.46  -0.8070
C 3.18 4.59 -4.10  -0.8000
C 4.34 4.96 -3.36  -0.4979
C 2.64 -3.13 1.54  0.0438
C 3.42 1.90 -0.46  -0.5902
C 3.75 -3.95 1.63  -0.5364
C 2.35 3.49 0.35  0.3934
C 2.96 3.29 -4.37  -0.2571
C -1.39 1.05 -0.74  0.3235
H 2.15 2.12 3.43  0.5603
H 0.53 4.01 3.64  0.5235
H -1.20 -2.88 -0.58  0.0144
H -2.82 -0.08 4.96  0.2460
H -0.58 0.18 6.23  0.3653
H -5.06 -5.09 3.08  0.3918
H 1.42 5.24 -0.37  0.5481
H 0.66 1.78 -1.02  0.6717
H -1.26 0.01 2.37  -0.0123
H -0.20 0.80 -4.12  0.5065
H 0.53 0.49 0.06  -0.5664
H -0.62 -0.85 3.82  0.4241
H 2.03 3.05 -4.85  0.3302
H 0.46 0.16 2.91  -0.0661
H 3.49 0.71 1.32  0.2811
H -1.00 3.63 -0.29  0.2063
H 4.70 -5.81 1.89  0.3784
H -4.99 5.03 -0.67  0.4948
H 6.17 4.26 -2.48  0.2443
H -4.38 -0.13 -4.88  0.3261
H 0.32 -2.29 0.85  -0.3860
H 0.39 -5.58 1.94  0.6989
H -4.01 -4.45 4.41  0.3243
H 4.71 -3.46 1.46  0.4145
H -1.05 -5.39 4.10  0.3418
H -1.64 -3.76 4.76  0.4320
H -1.29 2.68 -3.36  0.0489
H -3.68 -6.09 3.78  0.2814
H -0.08 2.07 0.52  -0.0746
H -3.24 1.65 5.40  0.3860
H -5.80 2.65 -1.26  0.3166
H -3.53 1.12 3.67  0.2893
H -2.71 5.46 -0.27  0.5063
H 4.03 1.20 -1.02  0.3854
H 4.63 5.98 -3.25  0.4711
H -1.03 1.72 6.68  0.4345
H -3.43 -3.75 -0.93  0.4038
H -4.14 0.94 -1.33  0.5992
H -2.34 3.91 -4.07  0.2330
H 2.43 -7.03 2.09  0.2877
H 0.54 1.58 6.00  0.3252
H -4.67 -4.83 0.97  0.3852
H -1.53 -3.06 -3.46  0.4884
H -0.12 -3.78 3.87  0.1967
H 0.28 5.73 1.73  0.3734
H 2.49 5.31 -4.39  0.5007
H 5.69 1.81 -3.01  0.4685
H -3.90 -2.44 -4.22  0.3215

Summary:
* relative energy (zero: lowest compared OMol25 entry of this formula, charge and spin): 0.000 eV
* net charge: -1
* HOMO level: -5.026 eV

***

no.,calculated total energy (eV)
1,-18719.79422
2,-14492.89177
3,-60955.01630
4,-89071.02608
5,-33155.17969
6,-25565.99575
7,-12523.24687
8,-134798.69775